*w*
Entry from the Open Molecules 2025 dataset: a single C4H7NOS molecule (ωB97M-V/def2-TZVPD).

Output
Highest occupied orbital energy in eV: -8.57
Structure (SMILES): C=COC[C@H]1NS1
Orbital gap in hartree: 0.344

```
! RIJCOSX wB97M-V def2-TZVPD def2/J DEFGRID3
* xyz 0 1
S 0.34 2.19 -0.42
O 1.04 -0.37 0.69
N -1.25 2.18 0.23
C 0.70 -2.18 -0.68
C -0.20 0.17 1.06
C -0.77 0.90 -0.19
C 1.27 -0.98 -0.51
H 0.62 -2.80 -1.50
H 0.00 1.03 1.77
H 2.23 -0.49 -0.92
H 0.36 -2.68 0.35
H -1.00 -0.46 1.55
H -1.87 2.69 -0.41
H -1.48 0.80 -1.02
*
```

*x*
Entry from the Open Molecules 2025 dataset: a single C4H7NOS molecule (ωB97M-V/def2-TZVPD).

Output
Highest occupied orbital energy in eV: -8.88
Structure (SMILES): N/C(=C/C=O)CS
Orbital gap in hartree: 0.345

```
! RIJCOSX wB97M-V def2-TZVPD def2/J DEFGRID3
* xyz 0 1
S -0.57 1.38 -2.12
O 2.55 -1.10 1.93
N -1.78 -0.62 -0.02
C 1.79 -0.50 1.15
C -0.48 -0.14 0.23
C 0.41 -0.95 0.86
C -0.25 1.23 -0.31
H 0.15 -1.98 1.10
H 0.78 1.61 -0.18
H -0.90 1.99 0.12
H 0.34 0.50 -2.65
H 2.15 0.38 0.53
H -2.28 -0.15 -0.76
H -1.90 -1.64 0.12
*
```

Preferred: *x*; penalty for the next structure: 0.1458 hartree.

*w*
Entry from the Open Molecules 2025 dataset: a 2-piece molecular cluster, C4H7NOS overall (ωB97M-V/def2-TZVPD).

Output
Highest occupied orbital energy (alpha / beta) in eV: -7.23 / -7.23
Orbital gap (alpha / beta) in hartree: 0.273 / 0.273

```
! RIJCOSX wB97M-V def2-TZVPD def2/J DEFGRID3
* xyz 0 1
S -2.24 -0.11 -0.41
O 1.84 -1.51 -0.89
N 0.13 -2.28 0.51
C -0.61 0.37 -0.56
C -0.11 1.45 0.25
C 1.04 2.05 -0.04
C 0.75 -1.55 -0.35
H 0.43 -3.16 0.85
H -0.77 1.94 0.89
H -2.44 0.07 0.87
H 1.88 1.61 -0.48
H -0.83 -2.18 0.48
H 1.26 2.91 0.54
H -0.31 0.39 -1.67
*
```

*x*
Entry from the Open Molecules 2025 dataset: a single C4H7NOS molecule (ωB97M-V/def2-TZVPD).

Output
Highest occupied orbital energy in eV: -8.80
Structure (SMILES): C1=NSCOCC1
Orbital gap in hartree: 0.348

```
! RIJCOSX wB97M-V def2-TZVPD def2/J DEFGRID3
* xyz 0 1
S 1.13 -0.37 1.06
O -1.10 1.16 0.69
N 1.35 -1.10 -0.50
C -1.59 0.76 -0.68
C 0.45 -0.81 -1.41
C -0.43 0.51 -1.58
C -0.54 0.03 1.28
H -2.13 1.70 -0.98
H -1.11 -0.84 1.05
H 0.58 -1.29 -2.39
H -2.31 -0.14 -0.53
H -0.69 0.16 2.42
H 0.27 1.39 -1.62
H -0.71 0.44 -2.59
*
```

Preferred: *x*; penalty for the next structure: 0.0397 hartree.

*w*
Entry from the Open Molecules 2025 dataset: a single C4H7NOS molecule (ωB97M-V/def2-TZVPD).

Output
Highest occupied orbital energy in eV: -9.00
Structure (SMILES): OC[C@@H]1CN1C=S
Orbital gap in hartree: 0.329

```
! RIJCOSX wB97M-V def2-TZVPD def2/J DEFGRID3
* xyz 0 1
S -1.19 -1.53 0.95
O 2.18 -0.01 1.08
N -0.44 0.15 -1.13
C 1.35 1.03 0.46
C -0.35 1.49 -1.49
C -1.35 -0.36 -0.19
C 0.84 0.65 -0.92
H 1.50 0.36 -1.66
H -0.55 1.88 -2.62
H -2.45 -0.06 -0.43
H 0.40 1.14 1.04
H 1.99 1.93 0.42
H 1.62 -0.89 0.99
H -0.78 2.31 -0.86
*
```

*x*
Entry from the Open Molecules 2025 dataset: C4H7NOS as an isolated structure (ωB97M-V/def2-TZVPD).

Output
Highest occupied orbital energy in eV: -8.49
Orbital gap in hartree: 0.322

```
! RIJCOSX wB97M-V def2-TZVPD def2/J DEFGRID3
* xyz 0 1
S 1.17 3.27 -0.07
O -1.36 -2.01 -1.28
N -0.67 1.30 0.02
C -0.15 -1.27 -0.89
C -0.31 -0.20 0.27
C 1.11 0.48 0.89
C 0.63 1.79 0.19
H 0.58 -2.11 -0.50
H -0.90 -0.65 1.16
H -1.71 -2.80 -0.58
H -1.72 2.05 0.08
H 2.19 0.33 0.36
H 0.80 0.51 2.14
H 0.35 -0.69 -1.78
*
```

*y*
Entry from the Open Molecules 2025 dataset: a single C4H7NOS molecule (ωB97M-V/def2-TZVPD).

Output
Highest occupied orbital energy in eV: -8.90
Structure (SMILES): N/C(=C/C=O)CS
Orbital gap in hartree: 0.316

```
! RIJCOSX wB97M-V def2-TZVPD def2/J DEFGRID3
* xyz 0 1
S 2.40 -0.65 -0.28
O -3.35 -0.74 -0.34
N 0.53 1.86 -0.02
C -0.07 0.65 0.12
C -1.42 0.63 0.00
C 0.95 -0.37 0.70
C -2.21 -0.58 0.17
H 0.37 -1.30 1.01
H 1.60 -1.97 -0.87
H 0.04 2.53 -0.59
H 1.47 1.71 -0.31
H -1.63 -1.37 0.66
H 1.26 0.02 1.71
H -1.94 1.59 -0.30
*
```

Preferred: *y*; penalty for the next structure: 0.0229 hartree.

*w*
Entry from the Open Molecules 2025 dataset: a single C4H7NOS molecule (ωB97M-V/def2-TZVPD).

Output
Highest occupied orbital energy (alpha / beta) in eV: -8.01 / -7.28
Orbital gap (alpha / beta) in hartree: 0.303 / 0.258

```
! RIJCOSX wB97M-V def2-TZVPD def2/J DEFGRID3
* xyz 0 1
S 0.38 2.44 -1.62
O 0.96 -1.42 1.07
N -0.95 -1.31 2.18
C 0.99 0.99 -1.00
C -0.19 -1.04 1.09
C 0.15 -0.18 -1.36
C -0.66 -0.24 -0.01
H 0.76 -1.06 -1.69
H -1.92 -0.99 2.03
H -0.49 -2.01 2.84
H -1.39 0.60 -0.12
H 1.27 3.26 -1.03
H 1.71 0.87 -0.26
H -0.62 0.09 -2.13
*
```

*x*
Entry from the Open Molecules 2025 dataset: a single C4H7NOS molecule (ωB97M-V/def2-TZVPD).

Output
Highest occupied orbital energy in eV: -9.42
Structure (SMILES): C=C(C)C(=O)SN
Orbital gap in hartree: 0.341

```
! RIJCOSX wB97M-V def2-TZVPD def2/J DEFGRID3
* xyz 0 1
S 1.32 0.22 1.26
O -0.33 -1.81 0.67
N 1.40 -0.94 2.53
C -1.09 -0.44 -1.77
C 0.06 -0.65 0.34
C -0.16 1.64 -0.73
C -0.46 0.18 -0.73
H 1.22 -1.98 2.19
H -0.94 -1.54 -1.74
H 0.87 1.59 -1.41
H -0.04 2.15 0.16
H 0.58 -0.67 3.12
H -0.86 2.09 -1.36
H -1.56 0.14 -2.54
*
```

Preferred: *x*; penalty for the next structure: 0.0384 hartree.

*w*
Entry from the Open Molecules 2025 dataset: a single C4H7NOS molecule (ωB97M-V/def2-TZVPD).

Output
Highest occupied orbital energy in eV: -8.86
Structure (SMILES): OC[C@@H]1CN1C=S
Orbital gap in hartree: 0.331

```
! RIJCOSX wB97M-V def2-TZVPD def2/J DEFGRID3
* xyz 0 1
S 2.07 0.31 -0.01
O -0.87 2.10 -0.14
N -0.14 -1.12 -0.41
C -1.35 -1.65 0.17
C -1.32 -0.27 -0.50
C -1.43 0.93 0.47
C 1.06 -0.95 0.20
H 0.10 1.99 -0.18
H -1.55 -0.18 -1.57
H -2.49 1.09 0.58
H -1.81 -2.54 -0.25
H -1.03 0.71 1.40
H -1.44 -1.66 1.25
H 1.30 -1.81 0.83
*
```

*x*
Entry from the Open Molecules 2025 dataset: a single C4H7NOS molecule (ωB97M-V/def2-TZVPD).

Output
Highest occupied orbital energy in eV: -9.15
Structure (SMILES): O=CNC[C@@H]1CS1
Orbital gap in hartree: 0.366

```
! RIJCOSX wB97M-V def2-TZVPD def2/J DEFGRID3
* xyz 0 1
S -1.44 -0.23 1.82
O 0.90 0.64 -2.24
N 0.67 1.14 0.00
C 0.55 1.38 -1.35
C -0.18 -1.04 0.86
C -1.47 -0.89 0.13
C 1.02 -0.25 0.43
H -2.18 -1.75 0.12
H -1.47 -0.17 -0.72
H 1.47 -0.74 -0.49
H 0.10 -2.05 1.16
H 0.13 2.38 -1.56
H 0.16 1.80 0.60
H 1.72 -0.23 1.23
*
```

*y*
Entry from the Open Molecules 2025 dataset: a 2-piece molecular cluster, C4H7NOS overall (ωB97M-V/def2-TZVPD).

Output
Highest occupied orbital energy in eV: -8.99
Structure (SMILES): N#CC=O.CSC
Orbital gap in hartree: 0.306

```
! RIJCOSX wB97M-V def2-TZVPD def2/J DEFGRID3
* xyz 0 1
S -0.50 -0.23 0.99
O -2.49 1.11 -2.57
N 0.86 1.67 -3.51
C -1.41 1.44 -2.19
C 0.71 -1.36 0.17
C 0.24 -0.32 2.71
C -0.18 1.56 -3.00
H -0.93 1.71 -1.17
H 1.69 -1.04 0.45
H 0.72 -1.24 -1.02
H 1.10 0.14 2.55
H 0.53 -2.33 0.34
H -0.54 0.17 3.28
H 0.21 -1.28 2.96
*
```

*z*
Entry from the Open Molecules 2025 dataset: a single C4H7NOS molecule (ωB97M-V/def2-TZVPD).

Output
Highest occupied orbital energy in eV: -9.10
Structure (SMILES): N[C@H]1C[C@@H]1SC=O
Orbital gap in hartree: 0.366

```
! RIJCOSX wB97M-V def2-TZVPD def2/J DEFGRID3
* xyz 0 1
S 0.66 1.13 1.01
O -1.88 0.22 1.09
N 0.49 -0.93 -2.57
C 0.33 -1.58 -0.17
C 0.93 -0.21 -0.23
C -0.08 -0.68 -1.28
C -1.08 1.00 1.47
H -0.10 -1.56 -3.11
H 1.94 -0.14 -0.61
H 0.50 -0.05 -3.08
H 0.92 -2.50 -0.39
H -1.26 1.80 2.20
H -0.40 -1.80 0.61
H -1.11 -0.25 -1.26
*
```

Preferred: *x*; penalty for the next structure: 0.0314 hartree.

*w*
Entry from the Open Molecules 2025 dataset: a single C4H7NOS molecule (ωB97M-V/def2-TZVPD).

Output
Highest occupied orbital energy (alpha / beta) in eV: -8.49 / -8.67
Structure (SMILES): C=S(=O)=C/C=N/C
Orbital gap (alpha / beta) in hartree: 0.251 / 0.274

```
! RIJCOSX wB97M-V def2-TZVPD def2/J DEFGRID3
* xyz 0 1
S -2.14 -0.04 0.14
O -3.48 0.50 0.01
N 1.20 -0.09 0.17
C 2.59 0.06 0.43
C -0.90 1.02 -0.54
C 0.50 0.85 -0.27
C -2.19 -1.69 -0.33
H -1.42 -2.37 -0.08
H 2.73 0.56 1.37
H -1.19 1.98 -0.74
H 3.34 0.51 -0.29
H -3.19 -2.06 0.09
H 1.01 1.74 -0.53
H 3.11 -0.96 0.58
*
```

*x*
Entry from the Open Molecules 2025 dataset: a single C4H7NOS molecule (ωB97M-V/def2-TZVPD).

Output
Highest occupied orbital energy in eV: -8.69
Structure (SMILES): N/C=C(\C=O)CS
Orbital gap in hartree: 0.336

```
! RIJCOSX wB97M-V def2-TZVPD def2/J DEFGRID3
* xyz 0 1
S 2.47 -0.85 -0.68
O -0.19 1.72 2.13
N -1.90 -0.41 -1.07
C 1.47 -0.17 0.73
C -0.67 1.05 1.25
C -0.61 -0.52 -0.65
C 0.04 0.12 0.35
H -2.06 -1.09 -1.87
H -0.06 -1.33 -1.14
H -2.20 0.53 -1.28
H 1.94 0.69 1.26
H 1.46 -0.97 1.48
H 2.11 0.10 -1.54
H -1.80 1.12 1.02
*
```

Preferred: *x*; penalty for the next structure: 0.1699 hartree.

*w*
Entry from the Open Molecules 2025 dataset: a 5-piece molecular cluster, C3H14NO4 overall (ωB97M-V/def2-TZVPD).

Output
Highest occupied orbital energy (alpha / beta) in eV: -5.51 / -8.05
⟨S²⟩: 0.762
Orbital gap (alpha / beta) in hartree: 0.220 / 0.312

```
! RIJCOSX wB97M-V def2-TZVPD def2/J DEFGRID3
* xyz 0 2
O -0.81 -1.31 2.95
O -2.26 -0.05 1.12
O -0.37 0.73 -2.85
O -1.98 2.32 -0.64
N 0.95 0.07 -0.71
C 0.62 -1.20 -0.96
C 3.05 -0.46 0.40
C 2.18 0.39 -0.20
H -0.12 1.65 -2.99
H 2.40 1.45 -0.10
H -0.43 -1.43 -1.14
H 3.95 -0.06 0.86
H 0.20 0.72 -0.88
H -0.79 0.39 -3.64
H -2.12 1.88 0.21
H -2.67 1.98 -1.21
H 0.07 -1.22 3.31
H 3.00 -1.55 0.51
H -1.25 -1.97 3.51
H -3.19 0.03 1.38
H 1.35 -1.98 -0.86
H -1.79 -0.36 1.92
*
```

*x*
Entry from the Open Molecules 2025 dataset: a 5-piece molecular cluster, C3H14NO4 overall (ωB97M-V/def2-TZVPD).

Output
Highest occupied orbital energy (alpha / beta) in eV: -5.08 / -7.90
⟨S²⟩: 0.762
Orbital gap (alpha / beta) in hartree: 0.189 / 0.292

```
! RIJCOSX wB97M-V def2-TZVPD def2/J DEFGRID3
* xyz 0 2
O -1.43 -1.98 0.63
O -2.44 -0.72 5.53
O 1.66 -1.05 0.95
O -1.92 2.47 -3.54
N 0.93 0.69 -0.76
C 2.00 0.35 -1.56
C -0.33 0.59 -1.24
C 3.27 0.56 -1.13
H -1.14 0.59 -0.50
H -1.34 3.19 -3.80
H 0.99 -1.72 1.17
H 4.13 0.28 -1.73
H 3.41 0.81 -0.09
H 1.89 -0.24 -2.46
H -0.50 0.51 -2.31
H -2.83 2.59 -3.80
H 2.14 -1.22 1.78
H -1.55 -1.98 1.59
H 0.94 0.84 0.23
H -2.01 -2.66 0.29
H -2.57 -1.24 4.74
H -3.32 -0.68 5.96
*
```

Preferred: *w*; penalty for the next structure: 0.0332 hartree.

*w*
Entry from the Open Molecules 2025 dataset: a 2-piece molecular cluster, C28H34N3O2 overall (ωB97M-V/def2-TZVPD).

Output
Highest occupied orbital energy in eV: -10.62
Orbital gap in hartree: 0.237

```
! RIJCOSX wB97M-V def2-TZVPD def2/J DEFGRID3
* xyz 1 1
O 8.07 -0.85 -1.12
O -5.82 -1.60 -5.13
N -3.76 -0.80 -3.38
N 5.52 0.05 -0.39
N -0.93 0.28 2.45
C -2.69 0.19 6.82
C 6.11 0.51 -1.64
C 4.16 0.30 -0.20
C -2.30 0.39 3.03
C 3.30 0.50 -1.31
C -4.51 0.20 -4.12
C -2.40 0.84 4.49
C -1.78 -1.21 -2.04
C 5.99 -1.21 0.17
C -2.67 1.53 7.22
C -0.01 0.90 0.51
C 1.40 0.69 0.22
C 3.63 0.33 1.11
C 7.52 -1.31 0.11
C -4.26 -2.17 -3.28
C -2.52 -0.14 5.48
C -2.87 -0.37 -2.40
C -1.00 0.44 -0.44
C -0.84 -0.80 -1.11
C -5.12 -0.39 -5.38
C 1.94 0.63 -1.10
C -5.03 -2.63 -4.52
C 7.63 0.45 -1.50
C -2.99 0.88 -1.75
C 2.30 0.62 1.30
C -2.48 2.53 6.25
C -2.12 1.23 -0.73
C -2.30 2.18 4.90
H -2.87 1.07 2.39
H -2.25 2.17 -0.18
H 7.95 1.23 -0.77
H 3.73 0.49 -2.32
H 5.81 1.56 -1.80
H -1.66 -2.15 -2.59
H 4.30 0.17 1.96
H 7.80 -2.37 0.16
H 5.67 -1.26 1.22
H 5.80 -0.09 -2.51
H -2.78 1.80 8.28
H -0.74 -0.72 2.30
H 1.31 0.75 -1.98
H -2.77 -0.59 2.96
H -2.48 -1.19 5.17
H -2.49 3.58 6.56
H -3.82 1.01 -4.40
H -2.10 2.97 4.17
H -3.41 -2.85 -3.14
H -0.26 0.63 3.14
H -4.92 -2.28 -2.41
H 1.91 0.79 2.31
H -5.77 -3.38 -4.22
H -5.31 0.64 -3.49
H 8.11 0.62 -2.48
H 0.02 -1.45 -0.91
H -4.32 -3.06 -5.25
H -2.87 -0.60 7.56
H -0.22 1.81 1.08
H 5.54 -2.08 -0.36
H -4.32 -0.52 -6.14
H -5.90 0.29 -5.76
H 7.92 -0.75 0.97
H -3.78 1.58 -2.05
*
```

*x*
Entry from the Open Molecules 2025 dataset: C28H34N3O2 as an isolated structure (ωB97M-V/def2-TZVPD).

Output
Highest occupied orbital energy in eV: -10.09
Orbital gap in hartree: 0.263

```
! RIJCOSX wB97M-V def2-TZVPD def2/J DEFGRID3
* xyz 1 1
O 2.28 2.91 -1.85
O -2.49 0.58 1.28
N 2.46 1.55 0.46
N 0.28 0.88 2.30
N 2.52 -0.30 -1.76
C 0.82 -1.53 -0.62
C 0.20 0.23 -2.31
C 0.02 1.77 1.01
C 3.04 -1.42 -0.83
C -3.60 0.01 0.42
C 2.21 -3.05 0.55
C -6.99 -0.81 -1.74
C -1.13 -0.10 -2.18
C -1.07 0.65 2.97
C 3.73 -3.51 0.94
C 2.02 -2.05 -0.35
C -4.24 1.04 -0.23
C -4.12 -1.12 0.62
C -5.12 -1.31 -0.16
C 1.29 2.40 0.79
C -5.37 0.67 -0.89
C 4.31 -1.59 -0.51
C -0.49 -1.92 -0.97
C -1.94 -0.07 2.18
C 4.53 -2.56 0.52
C 3.33 0.82 -2.40
C -1.42 -0.97 -1.43
C 3.47 2.25 -1.67
C 1.31 0.16 2.26
C 1.22 -0.37 -1.64
C -5.69 -0.48 -0.99
C 2.57 0.78 1.88
C 3.64 1.99 -0.12
H -3.70 -1.84 1.22
H -1.28 -1.04 1.69
H -1.40 1.40 3.71
H -5.73 1.56 -1.83
H 1.55 3.21 1.52
H 1.67 -3.96 0.86
H -0.83 2.48 1.40
H 4.51 0.38 -2.60
H 0.51 1.28 -2.91
H 4.49 2.48 -1.87
H -0.76 -2.72 -0.35
H -6.86 -0.65 -2.81
H -7.89 -0.35 -1.45
H 0.99 -0.47 1.17
H -7.24 -1.94 -1.72
H -0.24 0.90 0.43
H 1.16 2.90 -0.31
H -2.55 -0.85 2.73
H 2.83 1.50 2.73
H 0.69 1.85 3.09
H 3.86 3.05 0.50
H 5.12 -0.89 -0.98
H -5.84 -2.42 0.03
H 3.97 -4.39 1.45
H 2.43 3.14 -2.82
H 4.39 1.10 0.09
H -3.80 2.14 -0.43
H 2.93 0.78 -3.23
H 3.32 -0.03 1.50
H 5.85 -2.93 0.53
H -2.63 -1.40 -1.38
H -1.84 0.59 -2.72
H -0.64 0.05 3.95
H 1.41 -0.47 3.30
*
```

Preferred: *w*; penalty for the next structure: 0.7483 hartree.